1.
Density functional theory data (wB97M-V/def2-TZVPD) for a cluster of 2 separate species, C6H16O in total in a non-equilibrium geometry.

Each atom is followed by the atoms it is bonded to, with distances in Å.
Atoms and positions in Å:
1 H 2.9493 1.4455 -0.5490  C23 1.090
2 H -1.7265 -1.4050 -2.7366  O3 0.975
3 O -2.1879 -0.6291 -2.3685  H2 0.975, H12 0.980
4 H 1.8478 2.4482 0.4274  C23 1.085
5 C 0.9400 0.7075 -0.4362  H17 1.070, H19 1.148, C22 1.493, C23 1.540
6 H -1.8905 -0.5463 1.3144  C11 1.076
7 C 0.4473 0.5851 2.0730  H8 1.106, H10 1.134, H20 1.138, C22 1.509
8 H -0.0842 -0.0552 2.8014  C7 1.106
9 H 0.0901 -2.1350 1.3154  C15 1.129
10 H 1.0762 1.4178 2.5166  C7 1.134
11 C -1.5617 -1.0794 0.4389  H6 1.076, C15 1.546, H16 1.070, H18 1.080
12 H -1.5538 0.0958 -2.5485  O3 0.980
13 H 0.4053 -1.8468 -0.3883  C15 1.098
14 H 1.9290 -0.4177 1.0265  C22 1.142
15 C -0.0446 -1.3720 0.4937  H9 1.129, C11 1.546, H13 1.098, C22 1.567
16 H -2.0822 -2.0055 0.3079  C11 1.070
17 H 1.1139 0.0856 -1.2894  C5 1.070
18 H -1.6575 -0.2652 -0.2637  C11 1.080
19 H -0.1343 1.0486 -0.6531  C5 1.148
20 H -0.3419 1.3346 1.7405  C7 1.138
21 H 1.9855 2.3976 -1.4668  C23 1.114
22 C 0.8491 -0.1222 0.8018  C5 1.493, C7 1.509, H14 1.142, C15 1.567
23 C 1.9476 1.8713 -0.4861  H1 1.090, H4 1.085, C5 1.540, H21 1.114

Its charge is -1. The calculation puts the total energy at -8526.8341 eV. As for the multiplicity: 2. Its maximum force is 3.86 eV Å⁻¹. For the HOMO energy (spin up / spin down), the calculation gives 1.04 / -6.45 eV.

2.
Density functional theory data (wB97M-V/def2-TZVPD) for a cluster of 2 separate species, C6H16O in total in a non-equilibrium geometry.

Each atom is followed by the atoms it is bonded to, with distances in Å.
Atoms and positions in Å:
1 C 0.4924 2.3876 1.1121  H8 1.095, C15 1.559, H16 1.088, H18 1.091
2 H 1.8589 0.8564 -0.3521  C23 1.090
3 H -1.1477 -0.5624 1.0132  C19 1.080
4 H -0.6383 1.8168 -0.5119  C15 1.090
5 H -0.1922 -1.2967 -1.1582  C20 1.098
6 O -0.5117 -3.4231 1.2915  H9 0.955, H11 0.946
7 H -2.1996 0.9503 0.8901  C19 1.081
8 H -0.0442 2.4923 2.0610  C1 1.095
9 H -0.4447 -3.4097 2.2445  O6 0.955
10 H 0.7135 0.9760 -2.9196  C13 1.081
11 H -0.0121 -2.7037 0.9352  O6 0.946
12 H -0.9124 0.5945 -2.4161  C13 1.088
13 C 0.0733 0.1688 -2.5920  H10 1.081, H12 1.088, C20 1.523, H21 1.093
14 H -1.0203 0.6869 2.1653  C19 1.095
15 C -0.1660 1.2422 0.2853  C1 1.559, H4 1.090, C19 1.536, C23 1.533
16 H 1.5349 2.2432 1.3874  C1 1.088
17 H 1.1343 -0.3798 0.6515  C23 1.093
18 H 0.3481 3.3643 0.6479  C1 1.091
19 C -1.2368 0.5094 1.1069  H3 1.080, H7 1.081, H14 1.095, C15 1.536
20 C 0.6131 -0.5850 -1.3839  H5 1.098, C13 1.523, H22 1.091, C23 1.519
21 H 0.0474 -0.4909 -3.4627  C13 1.093
22 H 1.4476 -1.2261 -1.6711  C20 1.091
23 C 0.9404 0.2929 -0.1880  H2 1.090, C15 1.533, H17 1.093, C20 1.519

Its charge is 0. The calculation puts the total energy at -8528.6685 eV. As for the structure (SMILES): CCCC(C)C.O. Its maximum force is 1.27 eV Å⁻¹. For the HOMO energy, the calculation gives -11.05 eV.

3.
Density functional theory data (wB97M-V/def2-TZVPD) for a cluster of 2 separate species, C6H16O in total in a non-equilibrium geometry.

Each atom is followed by the atoms it is bonded to, with distances in Å.
Atoms and positions in Å:
1 H -0.5962 -0.0449 -0.2870  C19 1.083
2 H -3.0732 -0.4635 -1.9687  C23 1.100
3 H 2.1956 -1.5273 1.5393  C6 1.089
4 H -1.7334 1.7451 -1.7669  C21 1.085
5 C 1.9935 0.5985 2.0128  C6 1.544, H8 1.095, H11 1.080, C16 1.497
6 C 1.6908 -0.8943 2.2669  H3 1.089, C5 1.544, H20 1.094, H22 1.105
7 H 0.8764 2.5125 1.8608  C16 1.093
8 H 2.6305 1.0322 2.7904  C5 1.095
9 H 0.0468 1.4741 -1.9511  C21 1.091
10 H -2.8034 -0.6033 -0.1834  C23 1.085
11 H 2.5856 0.6429 1.1104  C5 1.080
12 H 0.2266 1.2499 0.9384  C16 1.091
13 H -1.0195 0.8452 -3.1163  C21 1.101
14 O -0.0279 -1.1823 -1.7761  H17 0.974, C19 1.426
15 H -0.0669 1.1519 2.5443  C16 1.093
16 C 0.7538 1.4261 1.8770  C5 1.497, H7 1.093, H12 1.091, H15 1.093
17 H 0.2971 -0.8644 -2.6380  O14 0.974
18 H -2.4187 -1.9240 -1.3120  C23 1.103
19 C -1.0007 -0.2726 -1.2655  H1 1.083, O14 1.426, C21 1.524, C23 1.521
20 H 1.9716 -1.2062 3.2777  C6 1.094
21 C -0.9520 1.0418 -2.0347  H4 1.085, H9 1.091, H13 1.101, C19 1.524
22 H 0.6241 -1.1337 2.1097  C6 1.105
23 C -2.4125 -0.8302 -1.1699  H2 1.100, H10 1.085, H18 1.103, C19 1.521

Its charge is 0. The calculation puts the total energy at -8528.3733 eV. As for the structure (SMILES): CC(C)O.CCC. Its maximum force is 1.87 eV Å⁻¹. For the HOMO energy, the calculation gives -10.22 eV.

4.
Density functional theory data (wB97M-V/def2-TZVPD) for a cluster of 2 separate species, C6H16O2 in total in a non-equilibrium geometry.

Each atom is followed by the atoms it is bonded to, with distances in Å.
Atoms and positions in Å:
1 H 1.0493 2.6621 -2.0493  C17 1.103
2 H -3.4661 3.8376 -2.4093  C21 1.103
3 C -4.4111 4.0033 3.0404  C6 1.570, H12 1.107, H15 1.107, O22 1.447
4 H -5.0744 2.3517 5.9094  C23 1.103
5 H 1.7097 4.2615 -1.5858  C17 1.103
6 C -4.9591 3.7174 1.5974  C3 1.570, H8 1.103, H11 1.103, H20 1.103
7 O -0.2330 4.3667 -1.8490  C17 1.396, C24 1.369
8 H -6.0538 3.8072 1.6989  C6 1.103
9 H 0.7673 3.3040 -0.4008  C17 1.103
10 H -1.5876 3.2677 -0.7553  C24 1.107
11 H -4.6077 4.4840 0.8865  C6 1.103
12 H -3.3050 3.9775 3.0029  C3 1.107
13 H -2.9432 5.2912 -1.5020  C21 1.103
14 H -4.8807 4.1205 5.7017  C23 1.103
15 H -4.7119 5.0009 3.4143  C3 1.107
16 H -2.4595 5.0819 -3.2142  C21 1.103
17 C 0.8529 3.5773 -1.4659  H1 1.103, H5 1.103, O7 1.396, H9 1.103
18 H -1.2834 2.8194 -2.4590  C24 1.107
19 H -3.5425 3.0147 5.2590  C23 1.103
20 H -4.7246 2.7215 1.1854  C6 1.103
21 C -2.6393 4.5530 -2.2632  H2 1.103, H13 1.103, H16 1.103, C24 1.587
22 O -4.9065 2.9487 3.8985  C3 1.447, C23 1.407
23 C -4.6388 3.1358 5.2675  H4 1.103, H14 1.103, H19 1.103, O22 1.407
24 C -1.4126 3.6757 -1.7694  O7 1.369, H10 1.107, H18 1.107, C21 1.587

Its charge is 0. The calculation puts the total energy at -10574.6910 eV. As for the structure (SMILES): CCOC.CCOC. Its maximum force is 2.28 eV Å⁻¹. For the HOMO energy, the calculation gives -9.72 eV.

Which relative energy (zero: lowest compared OMol25 entry of this formula, charge and spin) belongs to each record? In order, 101.7, 54.5, 83.0, 178.5 kJ/mol.